# 1
Computed, not measured: a structure of composition ClH24O16, with wB97M-V/def2-TZVPD.

The energy above the lowest of the compared OMol25 structures with the same formula, charge and spin comes out at 462.5 kcal/mol. The molar mass is 315.63 Da. The value obtained for the calculated total energy is -1677.56434 Ha. The lowest unoccupied orbital energy comes out at 0.09002 Eh. Its HOMO-LUMO gap is 8.55 eV. The net charge is -1. The calculation puts the HOMO energy at -6.1 eV. As for the multiplicity: 1.

XYZ file:
```
41
ClH24O16 | the Open Molecules 2025 dataset | wB97M-V/def2-TZVPD
Cl 0.243 0.468 -0.164
O 0.641 1.782 -0.594
O -1.131 0.244 -0.416
O 0.954 -0.479 -0.950
O 0.561 0.136 1.237
O -1.553 -0.854 1.639
H -0.921 -1.119 0.971
H -1.017 -0.601 2.390
O 0.726 -1.935 -2.281
H 0.603 -2.826 -1.952
H 1.416 -1.569 -1.728
O -0.830 2.953 0.833
H -0.109 2.398 0.535
H -1.510 2.841 0.168
O -1.868 0.335 -2.540
H -0.953 0.489 -2.304
H -1.922 -0.608 -2.693
O 2.978 1.213 -1.155
H 2.121 1.246 -0.729
H 3.211 2.131 -1.295
O 3.005 -0.896 0.183
H 2.632 -1.462 0.859
H 2.375 -0.182 0.092
O 1.607 -0.341 2.923
H 1.122 0.302 2.406
H 2.517 -0.233 2.647
O -2.230 1.043 1.463
H -2.110 1.253 0.537
H -2.110 0.094 1.511
O 0.466 -0.243 -3.227
H 0.308 -1.187 -3.227
H 0.441 0.005 -2.303
O -2.857 -0.660 -0.961
H -3.102 -1.077 -0.135
H -1.926 -0.461 -0.862
O -0.362 -2.221 0.584
H -0.125 -1.605 -0.109
H 0.398 -2.798 0.662
O -0.236 1.659 2.553
H -0.788 1.083 2.023
H -0.665 1.681 3.408
```

Results of the Mulliken charge analysis, in e, for atoms 1 through 4:
1. Cl 0.31
2. O -0.72
3. O -0.60
4. O -0.13

# 2
Computed, not measured: a cluster of 15 separate species, ClH28O18 in total, with wB97M-V/def2-TZVPD.

The energy above the lowest of the compared OMol25 structures with the same formula, charge and spin comes out at 22.2 kcal/mol. The molar mass is 351.66 Da. The value obtained for the calculated total energy is -1831.12598 Ha. The lowest unoccupied orbital energy comes out at 0.09015 Eh. Its HOMO-LUMO gap is 10.12 eV. The net charge is -1. The calculation puts the HOMO energy at -7.7 eV. As for the multiplicity: 1.

XYZ file:
```
47
ClH28O18 | the Open Molecules 2025 dataset | wB97M-V/def2-TZVPD
Cl -0.080 0.121 -0.157
O 1.388 0.290 -0.317
O -0.752 0.002 -1.490
O -0.319 -1.090 0.678
O -0.652 1.298 0.583
O 2.316 -1.579 2.252
H 1.598 -1.162 1.772
H 2.600 -2.207 1.612
O 3.954 1.868 -0.211
H 3.802 1.009 -0.559
H 3.358 2.524 -0.668
O -2.806 0.445 2.324
H -3.052 1.321 2.492
H -1.956 0.543 1.868
O 4.027 -0.710 -1.020
H 4.822 -0.880 -1.513
H 3.358 -0.664 -1.678
O -0.320 0.352 -4.396
H 0.526 0.744 -4.428
H -0.474 0.095 -3.482
O -1.067 -3.659 1.966
H -1.131 -3.108 2.736
H -0.307 -4.156 1.953
O -3.056 -1.020 -2.775
H -2.302 -1.582 -2.688
H -2.905 -0.216 -2.311
O 0.775 -2.964 -0.859
H 0.340 -2.612 -1.668
H 0.229 -2.599 -0.148
O -0.219 0.373 3.528
H 0.358 0.077 4.252
H 0.419 0.570 2.866
O -3.382 1.437 -1.475
H -3.622 0.820 -0.770
H -3.077 2.239 -1.037
O -2.369 -2.752 -0.274
H -1.606 -2.797 0.338
H -2.900 -3.554 -0.146
O -0.138 2.950 -2.524
H -0.290 3.310 -3.377
H -0.662 2.152 -2.562
O -0.414 3.819 1.514
H -0.456 3.926 2.465
H -0.350 2.892 1.335
O 1.999 1.602 2.053
H 2.213 1.212 1.181
H 2.580 1.318 2.766
```

Results of the Mulliken charge analysis, in e, for atoms 1 through 4:
1. Cl 0.81
2. O -0.46
3. O -0.26
4. O -0.22

# 3
Computed, not measured: an isolated molecule of ClH2N3, with wB97M-V/def2-TZVPD.

The energy above the lowest of the compared OMol25 structures with the same formula, charge and spin comes out at 56.0 kcal/mol. The molar mass is 79.49 Da. The value obtained for the calculated total energy is -625.49917 Ha. The lowest unoccupied orbital energy (spin up / spin down) comes out at 0.00136 / -0.00691 Eh. Its HOMO-LUMO gap (spin up / spin down) is 8.97 / 8.47 eV. The net charge is 0. The calculation puts the HOMO energy (spin up / spin down) at -8.9 / -8.7 eV. As for the multiplicity: 1.

XYZ file:
```
6
ClH2N3 | the Open Molecules 2025 dataset | wB97M-V/def2-TZVPD
N 0.422 0.545 -0.901
N 0.429 0.182 0.341
N -0.849 -0.631 0.727
Cl -0.973 -1.046 2.365
H -0.414 0.281 -1.426
H 1.385 0.670 -1.107
```

Results of the Mulliken charge analysis, in e, for atoms 1 through 4:
1. N -0.24
2. N -0.02
3. N -0.21
4. Cl -0.10

# 4
Computed, not measured: a cluster of 2 separate species, ClH2NO in total, with wB97M-V/def2-TZVPD.

The energy above the lowest of the compared OMol25 structures with the same formula, charge and spin comes out at 97.8 kcal/mol. The molar mass is 67.47 Da. The value obtained for the calculated total energy is -591.12740 Ha. The lowest unoccupied orbital energy (spin up / spin down) comes out at -0.13121 / -0.13119 Eh. Its HOMO-LUMO gap (spin up / spin down) is 5.68 / 5.68 eV. The net charge is 0. The calculation puts the HOMO energy (spin up / spin down) at -9.3 / -9.3 eV. As for the multiplicity: 1.

XYZ file:
```
5
ClH2NO | the Open Molecules 2025 dataset | wB97M-V/def2-TZVPD
N 0.170 -0.643 -0.027
O -2.170 0.649 -0.014
Cl -3.400 -0.297 0.036
H 0.381 -0.044 -0.823
H 0.384 -0.150 0.835
```

Results of the Mulliken charge analysis, in e, for atoms 1 through 4:
1. N -0.38
2. O -0.30
3. Cl 0.16
4. H 0.26

# 5
Computed, not measured: a cluster of 2 separate species, ClH2NO2S in total, with wB97M-V/def2-TZVPD.

The energy above the lowest of the compared OMol25 structures with the same formula, charge and spin comes out at 25.4 kcal/mol. The molar mass is 115.54 Da. The value obtained for the calculated total energy is -1064.75187 Ha. The lowest unoccupied orbital energy comes out at -0.02296 Eh. Its HOMO-LUMO gap is 9.61 eV. The net charge is 0. The calculation puts the HOMO energy at -10.2 eV. As for the multiplicity: 1.

XYZ file:
```
7
ClH2NO2S | the Open Molecules 2025 dataset | wB97M-V/def2-TZVPD
N -0.138 -0.518 0.108
O 3.735 1.571 -0.136
O 4.498 -0.693 0.627
S 4.002 0.173 -0.376
Cl 1.533 -1.073 0.136
H -0.256 0.407 0.462
H -0.538 -0.357 -0.798
```

Results of the Mulliken charge analysis, in e, for atoms 1 through 4:
1. N -0.44
2. O -0.39
3. O -0.36
4. S 0.70

# 6
Computed, not measured: a cluster of 2 separate species, ClH2NO2S in total, with wB97M-V/def2-TZVPD.

The energy above the lowest of the compared OMol25 structures with the same formula, charge and spin comes out at 83.2 kcal/mol. The molar mass is 115.54 Da. The value obtained for the calculated total energy is -1064.65976 Ha. The lowest unoccupied orbital energy (spin up / spin down) comes out at -0.06579 / -0.14381 Eh. Its HOMO-LUMO gap (spin up / spin down) is 9.15 / 6.68 eV. The net charge is 0. The calculation puts the HOMO energy (spin up / spin down) at -10.9 / -10.6 eV. As for the multiplicity: 1.

XYZ file:
```
7
ClH2NO2S | the Open Molecules 2025 dataset | wB97M-V/def2-TZVPD
N 0.070 0.717 0.331
O -3.082 1.399 0.824
O -1.616 0.342 -0.962
S -3.034 0.656 -0.422
Cl -3.813 -1.301 0.246
H 0.346 -0.226 0.519
H -0.681 0.772 0.942
```

Results of the Mulliken charge analysis, in e, for atoms 1 through 4:
1. N -0.31
2. O -0.42
3. O -0.36
4. S 0.75

# 7
Computed, not measured: the ion ClH2NO3P with charge -1, with wB97M-V/def2-TZVPD.

The energy above the lowest of the compared OMol25 structures with the same formula, charge and spin comes out at 30.0 kcal/mol. The molar mass is 130.45 Da. The value obtained for the calculated total energy is -1083.29252 Ha. The lowest unoccupied orbital energy comes out at 0.14513 Eh. Its HOMO-LUMO gap is 8.83 eV. The net charge is -1. The calculation puts the HOMO energy at -4.9 eV. As for the multiplicity: 1.

XYZ file:
```
8
ClH2NO3P | the Open Molecules 2025 dataset | wB97M-V/def2-TZVPD
N 1.096 -0.247 -0.046
O -0.617 -1.508 1.273
O -0.939 -1.197 -1.383
O -0.361 2.099 -0.526
P -0.475 -0.785 -0.063
Cl -1.437 1.153 0.197
H 1.496 -0.313 0.881
H 1.237 0.797 -0.333
```

Results of the Mulliken charge analysis, in e, for atoms 1 through 4:
1. N -0.66
2. O -0.72
3. O -0.65
4. O -0.66

# 8
Computed, not measured: a cluster of 2 separate species, ClH2NOS in total, with wB97M-V/def2-TZVPD.

The energy above the lowest of the compared OMol25 structures with the same formula, charge and spin comes out at 62.4 kcal/mol. The molar mass is 99.54 Da. The value obtained for the calculated total energy is -989.44813 Ha. The lowest unoccupied orbital energy (spin up / spin down) comes out at -0.04128 / -0.04262 Eh. Its HOMO-LUMO gap (spin up / spin down) is 7.59 / 7.57 eV. The net charge is 0. The calculation puts the HOMO energy (spin up / spin down) at -8.7 / -8.7 eV. As for the multiplicity: 1.

XYZ file:
```
6
ClH2NOS | the Open Molecules 2025 dataset | wB97M-V/def2-TZVPD
N -0.231 -0.487 -0.301
Cl -1.061 -1.997 -0.405
H -0.731 0.346 -0.072
H 0.769 -0.481 -0.230
O -1.187 -2.484 3.162
S -1.084 -3.669 2.349
```

Results of the Mulliken charge analysis, in e, for atoms 1 through 4:
1. N -0.38
2. Cl -0.07
3. H 0.23
4. H 0.24

# 9
Computed, not measured: an isolated molecule of ClH2NOS, with wB97M-V/def2-TZVPD.

The energy above the lowest of the compared OMol25 structures with the same formula, charge and spin comes out at 43.2 kcal/mol. The molar mass is 99.54 Da. The value obtained for the calculated total energy is -989.38908 Ha. The lowest unoccupied orbital energy (spin up / spin down) comes out at 0.02151 / -0.12304 Eh. Its HOMO-LUMO gap (spin up / spin down) is 6.90 / 7.42 eV. The net charge is 0. The calculation puts the HOMO energy (spin up / spin down) at -6.3 / -10.8 eV. As for the multiplicity: 3.

XYZ file:
```
6
ClH2NOS | the Open Molecules 2025 dataset | wB97M-V/def2-TZVPD
N -0.827 -0.048 -0.625
O 0.323 1.062 0.948
S -0.084 -0.438 0.656
Cl 1.832 -1.240 0.074
H -1.199 -0.787 -1.191
H -0.044 1.450 0.138
```

Results of the Mulliken charge analysis, in e, for atoms 1 through 4:
1. N -0.45
2. O -0.42
3. S 0.38
4. Cl -0.25

# 10
Computed, not measured: a structure of composition ClH2NOS2, with wB97M-V/def2-TZVPD.

The energy above the lowest of the compared OMol25 structures with the same formula, charge and spin comes out at 46.4 kcal/mol. The molar mass is 131.61 Da. The value obtained for the calculated total energy is -1387.64591 Ha. The lowest unoccupied orbital energy (spin up / spin down) comes out at -0.02668 / -0.09532 Eh. Its HOMO-LUMO gap (spin up / spin down) is 8.75 / 5.72 eV. The net charge is 0. The calculation puts the HOMO energy (spin up / spin down) at -9.5 / -8.3 eV. As for the multiplicity: 1.

XYZ file:
```
7
ClH2NOS2 | the Open Molecules 2025 dataset | wB97M-V/def2-TZVPD
N 0.416 0.900 -0.763
O 1.841 -0.149 1.219
S -2.288 -1.785 0.076
S 1.063 -0.456 0.055
Cl -1.183 -1.154 1.494
H 0.732 1.713 -1.280
H -0.582 0.932 -0.802
```

Results of the Mulliken charge analysis, in e, for atoms 1 through 4:
1. N -0.37
2. O -0.41
3. S -0.04
4. S 0.35